Computed, not measured: a structure of composition C27H28N9O2STi, with ωB97M-V with the def2-TZVPD basis set.

XYZ file:
```
68
Properties=species:S:1:pos:R:3:mulliken_spin:R:1
Ti -0.5720 0.1562 -0.6205 1.491
C 0.6908 -2.6084 -0.9872 -0.002
N -0.6101 -2.0758 -0.5543 0.057
C -1.6808 -2.3208 -1.5512 0.006
C -2.9094 -1.5212 -1.1921 0.076
C -4.1783 -2.0732 -1.2175 -0.032
C -5.2640 -1.3068 -0.8138 0.041
C -5.0319 -0.0146 -0.3691 -0.016
C -3.7356 0.4665 -0.3785 0.074
N -2.6882 -0.2504 -0.8032 -0.066
C -0.9884 -2.5320 0.7941 -0.013
C -1.1074 -1.4529 1.8422 0.110
C -1.3622 -1.8188 3.1553 -0.020
C -1.5582 -0.8352 4.1087 0.032
C -1.4999 0.4935 3.7078 -0.017
C -1.2151 0.7738 2.3879 0.095
N -1.0064 -0.1732 1.4620 -0.119
C 1.8372 -1.6560 -0.7492 0.054
C 3.1425 -2.1193 -0.8415 -0.004
C 4.1830 -1.2083 -0.8025 0.014
C 3.8862 0.1418 -0.6654 0.003
C 2.5629 0.5156 -0.5457 0.087
N 1.5504 -0.3589 -0.5764 -0.043
H 0.8989 -3.5747 -0.5156 -0.001
H 0.6575 -2.7850 -2.0657 -0.006
H -1.2988 -1.9985 -2.5242 0.007
H -1.9413 -3.3847 -1.6039 0.002
H -4.3098 -3.0948 -1.5465 -0.001
H -6.2635 -1.7170 -0.8320 0.003
H -5.8356 0.6152 -0.0170 0.000
H -3.5182 1.4718 -0.0358 0.007
H -1.9523 -3.0504 0.7430 0.001
H -0.2624 -3.2710 1.1440 0.000
H -1.4209 -2.8673 3.4148 0.000
H -1.7585 -1.0976 5.1377 0.003
H -1.6634 1.3031 4.4039 0.000
H -1.1356 1.7984 2.0488 -0.019
H 3.3273 -3.1747 -0.9873 0.000
H 5.2069 -1.5424 -0.8940 0.001
H 4.6614 0.8931 -0.6621 0.000
H 2.2886 1.5563 -0.4345 -0.030
N 1.1354 1.9932 -3.2940 0.010
C 0.7505 0.6799 -3.3581 -0.014
O -0.2693 0.3022 -2.6881 -0.066
C 1.5243 -0.2115 -4.1120 -0.002
C 2.6948 0.2418 -4.7594 0.001
N 3.6718 0.6286 -5.2339 0.000
C 1.1307 -1.5539 -4.2258 0.000
N 0.7759 -2.6498 -4.3076 0.000
H 1.8201 2.3082 -3.9653 -0.001
H 0.4219 2.6608 -3.0568 0.007
S -1.6090 4.6161 -1.2959 0.014
C -0.3806 4.5362 -0.1071 -0.003
C -0.0617 3.2418 0.1509 0.091
N -0.7734 2.3181 -0.5747 0.090
C -1.6369 2.9167 -1.3671 0.082
H 0.0466 5.4241 0.3249 0.000
H 0.6829 2.8849 0.8510 -0.006
H -2.2844 2.3772 -2.0433 0.001
C 2.6597 2.4938 4.0594 0.000
C 2.3742 1.2678 3.2309 0.002
N 2.9231 0.1155 3.6742 0.000
O 1.7043 1.3024 2.2077 0.022
H 2.7828 2.2631 5.1160 0.000
H 1.8496 3.2066 3.9309 0.000
H 3.5811 2.9540 3.7005 0.000
H 3.5247 0.0883 4.4772 0.000
H 2.8355 -0.7075 3.1018 0.000
```

The calculation puts the LUMO energy (spin up / spin down) at -2.348 / -2.532 eV. The calculation puts the HOMO energy (spin up / spin down) at -8.549 / -10.078 eV. Its net charge is +1. The spin multiplicity is 3.

***

Computed, not measured: the molecule C6H2 in a non-equilibrium geometry, with ωB97M-V with the def2-TZVPD basis set.

XYZ file:
```
8
Properties=species:S:1:pos:R:3:lowdin_charge:R:1
C 2.0702 -0.4303 -0.0373 0.142
C 1.7894 0.7850 -0.0614 -0.164
C 0.1596 -1.6943 -0.1192 0.123
C 0.5534 1.2269 0.0180 0.054
C -0.6968 -0.6941 0.0023 -0.279
C -0.6614 0.7516 -0.1157 -0.092
H -1.6949 -1.2095 0.3703 0.149
H -1.5195 1.2648 -0.0571 0.068
```

The calculation puts the LUMO energy (spin up / spin down) at -2.127 / -2.126 eV. The calculation puts the HOMO energy (spin up / spin down) at -9.517 / -9.517 eV. The spin multiplicity is 1.

***

Computed, not measured: a structure of composition C21H22BrN5O4SSiV in a non-equilibrium geometry, with ωB97M-V with the def2-TZVPD basis set.

XYZ file:
```
56
Properties=species:S:1:pos:R:3:lowdin_charge:R:1
V -0.8097 1.1824 0.2821 0.870
Br -7.0551 -2.1983 4.4624 0.768
C -5.8873 -3.2779 3.4447 -0.692
C -5.0033 -4.1276 4.0919 -0.109
C -4.1557 -4.9240 3.3398 -0.031
C -4.1591 -4.8244 1.9557 -0.279
C -5.0721 -3.9974 1.3108 -0.019
C -5.9451 -3.2254 2.0602 -0.111
N -3.2684 -5.6920 1.2393 0.099
N -2.4932 -5.2500 0.3879 0.100
C -2.4052 -3.8380 0.1191 -0.214
C -2.6989 -3.3750 -1.1349 0.001
C -2.5571 -2.0104 -1.4765 0.049
C -2.0716 -1.1630 -0.5281 -0.255
O -1.9001 0.1789 -0.6606 -0.159
C -1.7000 -1.6212 0.7439 -0.144
N -1.1842 -0.6614 1.5532 0.043
C -0.8284 -1.0228 2.7678 -0.084
C -0.9221 -2.3502 3.2198 0.008
C -1.4220 -3.3233 2.3961 0.041
C -1.8581 -2.9652 1.1024 -0.074
H -4.9940 -4.1833 5.1714 0.108
H -3.4881 -5.6259 3.8239 0.123
H -5.1236 -3.9768 0.2303 0.119
H -6.6727 -2.5925 1.5717 0.106
H -3.0618 -4.0731 -1.8780 0.130
H -2.8224 -1.6540 -2.4620 0.134
H -0.4439 -0.2612 3.4302 0.078
H -0.5859 -2.5819 4.2201 0.123
H -1.4790 -4.3504 2.7263 0.120
N -2.6303 2.4163 0.4652 -0.061
C -2.7900 3.1905 -0.7861 -0.080
C -1.5456 3.0390 -1.6483 -0.511
O -1.4429 3.4213 -2.7656 0.185
O -0.5312 2.4175 -0.9855 -0.147
H -3.3852 1.7443 0.5711 0.122
H -2.6824 3.0452 1.2609 0.077
H -2.9320 4.2499 -0.5800 0.146
H -3.6497 2.8495 -1.3590 0.146
C 2.3177 0.4696 -2.1480 -0.138
Si 2.4556 0.8154 -0.3355 0.481
C 2.9348 2.5593 0.0417 -0.135
C 3.3000 -0.4909 0.6584 -0.144
O 0.7419 0.6683 0.1499 -0.346
H 3.2914 0.6081 -2.6242 0.051
H 1.6130 1.1542 -2.6230 0.043
H 1.9957 -0.5552 -2.3394 0.046
H 3.9834 2.7086 -0.2283 0.052
H 2.8332 2.7939 1.1025 0.032
H 2.3391 3.2584 -0.5463 0.045
H 4.3535 -0.5510 0.3741 0.050
H 2.8530 -1.4713 0.4879 0.044
H 3.2515 -0.2542 1.7210 0.020
S -0.5792 2.1742 2.3688 0.773
C 0.8991 1.6265 2.9638 -0.738
N 1.9019 1.2722 3.4090 0.138
```

The calculation puts the LUMO energy at -5.365 eV. The calculation puts the HOMO energy at -11.211 eV. Its net charge is +1. The spin multiplicity is 1.

***

Computed, not measured: a structure of composition C34H39As2N5O8S3Zn, with ωB97M-V with the def2-TZVPD basis set.

XYZ file:
```
92
Properties=species:S:1:pos:R:3:lowdin_charge:R:1
Zn 1.7210 0.3814 -0.2846 0.631
S -0.0362 -0.8642 0.9296 0.920
C -0.9047 -1.9095 -0.2067 -0.473
C -2.0643 -1.5267 -0.8564 -0.015
C -2.7937 -2.4466 -1.6056 -0.184
C -4.0258 -2.0603 -2.2194 -0.193
N -5.0183 -1.7495 -2.7139 0.144
C -2.3155 -3.7658 -1.6944 -0.195
C -1.1276 -4.1232 -1.0869 -0.075
C -0.3506 -3.2047 -0.3503 -0.771
S 1.1731 -3.6080 0.3088 0.510
C -3.0272 -4.7720 -2.4324 -0.187
N -3.5395 -5.6193 -3.0198 0.153
H -2.4206 -0.5054 -0.8011 0.120
H -0.7681 -5.1392 -1.1677 0.097
S -1.0351 -2.7348 -5.4662 0.546
C -0.2036 -3.8760 -4.5738 -0.827
N -0.7020 -5.1448 -4.4447 0.032
C -0.1236 -6.1407 -3.7251 -0.113
C 1.0448 -5.9282 -3.0752 -0.085
C 1.6186 -4.6327 -3.1489 -0.071
C 1.0225 -3.6524 -3.8793 -0.090
H -1.6162 -5.2923 -4.8517 0.109
H -0.6722 -7.0710 -3.6935 0.121
H 1.4903 -6.7091 -2.4782 0.103
H 2.5189 -4.4096 -2.5931 0.087
H 1.4447 -2.6613 -3.9306 0.078
C 0.2650 4.3643 4.4389 -0.049
O -0.7194 3.6869 5.2405 -0.030
C -1.7353 3.0531 4.6233 -0.549
O -2.6964 2.7133 5.2659 0.115
C -1.5817 2.7584 3.1637 -0.332
C -2.2694 3.4611 2.2672 -0.338
As -2.2150 3.2874 0.2863 1.298
C -0.7374 4.5925 0.1854 -0.278
C -1.2216 1.6362 0.1036 -0.429
C -1.1774 0.5650 1.1465 -0.712
As -0.2457 1.3791 2.7628 1.304
C -0.7135 0.1926 4.2586 -0.290
C -2.5092 -0.0146 1.6069 -0.588
O -2.6477 -0.9429 2.3637 0.079
O -3.5629 0.6357 1.0782 -0.101
C -4.8281 0.0500 1.3846 -0.045
C -0.7730 1.6439 -1.2138 -0.621
O -1.0367 2.5062 -2.0588 -0.044
O 0.0591 0.5763 -1.6158 -0.242
C 0.2715 0.4461 -3.0273 -0.042
C -3.0774 4.6290 2.7402 -0.541
O -2.5735 5.6854 3.0376 0.102
O -4.4173 4.5233 2.7489 -0.026
C -4.9958 3.2309 2.5360 -0.067
H 0.8414 4.9594 5.1424 0.091
H -0.2202 5.0123 3.7107 0.085
H 0.9256 3.6569 3.9372 0.051
H -1.0740 5.5567 0.5686 0.014
H -0.4533 4.6764 -0.8609 0.014
H 0.1102 4.2305 0.7675 0.016
H -0.2467 0.6049 5.1551 0.025
H -0.2863 -0.7862 4.0476 0.021
H -1.7856 0.0977 4.4076 0.025
H -5.5640 0.6414 0.8464 0.094
H -5.0172 0.0743 2.4579 0.094
H -4.8548 -0.9848 1.0440 0.097
H 0.8615 -0.4594 -3.1478 0.068
H 0.8159 1.3042 -3.4149 0.094
H -0.6831 0.3436 -3.5393 0.092
H -6.0643 3.3632 2.6885 0.093
H -4.6029 2.5147 3.2578 0.089
H -4.8033 2.8877 1.5206 0.050
C 3.6907 2.4940 2.6592 -0.146
C 3.4829 2.9062 1.2008 -0.303
C 3.1114 1.7361 0.3350 -0.312
N 4.0001 1.2455 -0.4499 -0.065
H 3.8986 3.3559 3.3015 0.054
H 4.5273 1.7965 2.7384 0.063
H 2.8035 1.9842 3.0399 0.016
H 4.3983 3.3689 0.8129 0.088
H 2.6899 3.6616 1.1536 0.074
C 5.5996 -0.2355 -2.3627 -0.079
C 4.4154 -0.8143 -1.5775 -0.695
C 4.9369 -1.5341 -0.3227 -0.066
C 3.6684 -1.8164 -2.4474 -0.090
N 3.4571 0.2228 -1.2564 -0.170
H 6.3174 -1.0184 -2.6315 0.064
H 6.1048 0.5216 -1.7630 0.058
H 5.2353 0.2414 -3.2756 0.069
H 5.6504 -2.3263 -0.5776 0.067
H 4.0977 -1.9799 0.2182 0.059
H 5.4298 -0.8162 0.3357 0.063
H 4.3187 -2.6426 -2.7527 0.080
H 3.2945 -1.3129 -3.3429 0.073
H 2.8215 -2.2246 -1.8872 0.037
```

The calculation puts the LUMO energy at 4.084 eV. The calculation puts the HOMO energy at -1.822 eV. Its net charge is -2. The spin multiplicity is 1.

***

Computed, not measured: a cluster of 2 separate species, C6H17N2O in total in a non-equilibrium geometry, with ωB97M-V with the def2-TZVPD basis set.

XYZ file:
```
26
Properties=species:S:1:pos:R:3:mulliken_spin:R:1
C -1.7269 0.9564 -0.1688 0.020
C 0.7555 1.7460 0.1225 0.018
C -0.2551 -0.2129 2.4521 0.043
C 1.2868 -1.1730 0.8517 0.025
C 0.0359 -0.3715 -2.0822 0.796
C -0.3088 0.6647 0.0562 0.796
N -0.0172 -0.4446 0.9993 -0.007
N -0.7592 -1.4345 -1.9172 0.122
O 1.4569 -0.4442 -2.0724 0.119
H -2.2349 -0.0376 -0.4092 0.011
H -1.9316 1.6832 -0.9806 0.004
H -2.1851 1.2474 0.8121 0.037
H 0.8242 2.2789 1.0808 0.025
H 0.5102 2.4895 -0.6716 0.003
H 1.6773 1.3586 -0.1492 0.001
H -1.2483 0.4722 2.4573 -0.002
H -0.7092 -1.0473 2.7946 -0.003
H 0.5676 0.2760 3.0616 0.001
H 2.0759 -0.4263 1.0793 0.001
H 1.1976 -2.1876 1.3658 0.001
H 1.6129 -1.4827 -0.1675 -0.008
H -0.2799 0.5292 -2.6993 -0.020
H -0.2216 -2.0634 -1.4190 0.003
H -1.2733 -1.7143 -2.6832 0.035
H -0.6800 -1.1527 0.5958 -0.004
H 1.8305 0.4906 -2.3091 -0.018
```

The calculation puts the LUMO energy (spin up / spin down) at -2.753 / -4.377 eV. The calculation puts the HOMO energy (spin up / spin down) at -9.108 / -14.365 eV. Its net charge is +1. The spin multiplicity is 3.

***

Computed, not measured: a cluster of 10 separate species, C20H60N2O10 in total in a non-equilibrium geometry, with ωB97M-V with the def2-TZVPD basis set.

XYZ file:
```
92
Properties=species:S:1:pos:R:3:lowdin_charge:R:1
N 1.2412 -3.2417 -0.3155 0.170
C 2.3262 -3.7937 -0.8575 -0.576
N 2.1532 -5.0767 -0.9495 0.135
O 3.4942 -3.1877 -1.2845 -0.110
H 1.2722 -2.2067 -0.1945 0.074
H 0.3702 -3.6867 -0.2115 0.060
H 3.0392 -5.6037 -1.2805 0.167
H 1.4242 -5.7307 -0.6125 0.132
C 0.1892 2.7733 2.9855 -0.013
C -1.2368 2.6203 2.4675 -0.554
C -1.3208 3.2143 1.0335 -0.021
O -1.7528 1.4983 2.3255 0.008
H 0.1472 2.9913 4.0025 0.064
H 0.6562 3.6443 2.5045 0.083
H 0.8252 1.9473 2.9255 0.045
H -1.8748 3.2113 3.1085 0.149
H -2.2708 3.4243 0.7055 0.045
H -0.8388 2.5533 0.3115 0.064
H -0.8108 4.1953 0.9985 0.094
H -2.5738 1.5293 2.7375 0.113
C 0.8692 -1.2737 -3.2305 -0.052
C 1.5242 -0.9707 -4.5485 -0.704
C 0.7232 -1.6887 -5.5345 -0.081
O 1.7232 0.1853 -4.9365 0.062
H 1.5802 -1.0077 -2.3745 0.103
H 0.7562 -2.3617 -3.2345 0.084
H -0.1078 -0.7687 -3.1825 0.082
H 2.4902 -1.5187 -4.6445 0.156
H 0.5892 -2.7397 -5.4215 0.079
H 0.8252 -1.3857 -6.5855 0.097
H -0.3018 -1.3907 -5.5715 0.072
H 2.1012 0.6833 -4.1975 0.127
C 2.5512 4.4203 -0.4045 -0.030
C 3.0572 3.6003 0.7465 -0.642
C 2.4282 2.2663 0.5115 -0.056
O 4.3082 3.4723 0.7445 0.050
H 2.9752 5.3643 -0.4355 0.065
H 1.4742 4.6253 -0.1825 0.088
H 2.3912 3.8653 -1.2735 0.047
H 2.7122 4.1143 1.6285 0.129
H 2.4952 1.8463 -0.4695 0.087
H 1.3432 2.2583 0.7565 0.054
H 2.8152 1.5013 1.1775 0.069
H 4.4662 2.7983 1.4245 0.129
C 0.5212 -0.4687 4.0025 -0.017
C 0.0002 -1.9317 4.0385 -0.579
C -0.5478 -2.3407 2.6795 -0.048
O 0.9722 -2.7017 4.2015 0.031
H 1.1272 -0.2557 4.8945 0.099
H -0.3328 0.1663 4.0355 0.056
H 1.1722 -0.3417 3.1655 0.041
H -0.8278 -2.0117 4.8625 0.166
H -1.0158 -3.3067 2.5245 0.074
H 0.1402 -2.2797 1.8745 0.049
H -1.3908 -1.7527 2.5005 0.052
H 0.7062 -3.5817 4.0715 0.097
C -4.2118 -0.3907 -0.0285 -0.029
C -3.9248 1.0483 -0.2095 -0.657
C -3.9068 1.4883 -1.7065 -0.022
O -4.6428 1.9123 0.3125 0.042
H -5.2648 -0.5107 0.1885 0.092
H -3.4258 -0.9577 0.5215 0.046
H -4.1448 -0.9337 -1.0345 0.105
H -2.9018 1.3143 0.1455 0.108
H -3.4998 2.4953 -1.9795 0.070
H -4.8308 1.4493 -2.2955 0.090
H -3.1998 0.8373 -2.2575 0.077
H -4.3638 1.9733 1.2185 0.105
C -0.0488 2.4343 -2.6195 -0.121
O -1.3148 2.9823 -2.9965 -0.119
H 0.7012 2.6853 -3.3425 0.076
H -0.1598 1.3923 -2.4475 0.034
H 0.3052 2.9513 -1.6535 0.082
H -1.9368 3.0173 -2.2695 0.019
C -0.6888 -0.4947 -0.2075 -0.136
O 0.0222 0.2273 0.7715 -0.135
H -0.0638 -1.3077 -0.6705 0.069
H -1.0878 0.1103 -0.9875 0.058
H -1.4748 -0.7927 0.4035 0.026
H -0.6698 0.6833 1.2945 0.033
C 2.9602 -1.2527 1.5345 -0.177
O 4.1972 -1.5397 0.8275 -0.148
H 3.2122 -0.5807 2.3985 0.089
H 2.4502 -2.1797 1.9645 0.083
H 2.2372 -0.7717 0.9075 0.029
H 3.9552 -1.9187 -0.0655 0.033
C -2.7188 -3.3637 -0.0215 -0.197
O -1.6918 -4.2507 -0.1385 -0.082
H -3.5608 -3.7937 -0.5855 0.095
H -2.4518 -2.4547 -0.6575 0.080
H -2.9788 -3.0327 0.9865 0.082
H -1.6538 -4.6407 0.6835 0.038
```

The calculation puts the LUMO energy at -0.282 eV. The calculation puts the HOMO energy at -9.171 eV. The SMILES is NC(N)=O.CC(C)O.CC(C)O.CC(C)O.CC(C)O.CC(C)O.CO.CO.CO.CO. The spin multiplicity is 1.

***

Looking at energy relative to the best compared isomer or geometry (same formula, charge and spin) for the records above, in order, we have 0.791 5.471 0.000 1.120 0.049 3.695 eV.